Record 1
{
  "formula": "C3H8BrN2",
  "method": "wB97M-V/def2-TZVPD",
  "elements": ["C", "C", "C", "N", "N", "Br", "H", "H", "H", "H", "H", "H", "H", "H"],
  "positions_angstrom": [[0.552, -0.231, -0.368], [2.702, 0.605, 0.528], [-1.489, 0.052, 0.557], [1.406, 0.251, 0.260], [-2.306, -0.408, -0.613], [0.490, -1.362, -1.821], [2.894, 1.133, -0.365], [3.373, -0.268, 0.683], [2.804, 1.344, 1.279], [-1.589, 1.052, 0.940], [-1.479, -0.704, 1.298], [-1.805, -1.250, -0.937], [-2.343, 0.422, -1.154], [-3.209, -0.637, -0.287]],
  "de_lowest_kj_mol": 424.8,
  "homo_energy_ev": [-12.51, -12.51],
  "energy_ha": -2802.24273,
  "charge": 1
}

---

Record 2
{
  "formula": "C4H4NO2S",
  "method": "wB97M-V/def2-TZVPD",
  "elements": ["C", "C", "C", "C", "N", "O", "O", "S", "H", "H", "H", "H"],
  "positions_angstrom": [[1.668, -0.966, 1.180], [1.802, 1.135, -0.258], [-0.493, 0.027, 0.472], [0.978, -0.280, 0.096], [2.325, -1.393, 2.005], [2.405, 1.038, -1.279], [1.541, 1.956, 0.550], [0.978, -1.374, -1.344], [-1.181, 0.042, -0.510], [-0.959, -0.825, 1.120], [-0.395, 0.908, 0.917], [1.499, -0.405, -2.094]],
  "de_lowest_kj_mol": 0.0,
  "homo_energy_ev": -4.93,
  "energy_ha": -758.29036,
  "smiles": "C[C@](S)(C#N)C(=O)[O-]",
  "charge": -1
}

---

Record 3
{
  "formula": "C20H10Cl5EuN5O6S",
  "method": "wB97M-V/def2-TZVPD",
  "elements": ["Eu", "Cl", "C", "C", "C", "N", "C", "O", "C", "C", "C", "C", "C", "N", "C", "C", "C", "Cl", "N", "C", "O", "C", "C", "C", "C", "C", "N", "H", "H", "H", "H", "H", "H", "H", "H", "H", "H", "O", "S", "O", "O", "O", "Cl", "C", "Cl", "Cl", "C", "N"],
  "positions_angstrom": [[-0.011, 0.381, -0.336], [-0.946, -6.665, 2.424], [-0.940, -4.938, 2.227], [-0.504, -4.334, 1.097], [-0.468, -2.938, 0.922], [-0.096, -2.305, -0.208], [0.279, -3.001, -1.338], [0.463, -4.213, -1.413], [0.618, -2.190, -2.526], [1.038, -2.906, -3.671], [1.129, -2.221, -4.858], [0.863, -0.835, -4.936], [0.567, -0.190, -3.729], [0.407, -0.886, -2.592], [-0.764, -2.133, 2.066], [-1.231, -2.780, 3.220], [-1.316, -4.140, 3.307], [-1.992, -4.825, 4.737], [-0.756, -0.766, 1.941], [-1.085, -0.041, 3.009], [-1.375, -0.414, 4.175], [-1.217, 1.394, 2.826], [-1.511, 2.216, 3.923], [-1.597, 3.584, 3.705], [-1.460, 4.122, 2.406], [-1.219, 3.220, 1.404], [-1.089, 1.938, 1.632], [-0.214, -4.931, 0.247], [1.298, -4.000, -3.596], [1.433, -2.740, -5.782], [0.996, -0.273, -5.854], [0.452, 0.891, -3.617], [-1.498, -2.126, 4.040], [-1.591, 1.769, 4.909], [-1.792, 4.233, 4.522], [-1.403, 5.166, 2.257], [-1.105, 3.534, 0.360], [3.938, 2.047, 0.123], [2.596, 1.736, -0.227], [1.618, 1.763, 0.842], [2.413, 0.625, -1.138], [2.163, 3.156, -1.126], [2.518, 4.918, -3.292], [0.923, 4.467, -2.737], [-0.027, 4.278, -4.138], [0.315, 5.833, -1.697], [1.035, 3.205, -1.842], [0.147, 2.315, -1.669]],
  "s_squared": 12.022,
  "homo_energy_ev": [-4.45, -4.45],
  "energy_ha": -4903.06214,
  "spin_multiplicity": 7,
  "charge": -1
}

---

Record 4
{
  "formula": "C38H53CdN4OP2S",
  "method": "wB97M-V/def2-TZVPD",
  "elements": ["C", "C", "C", "C", "C", "H", "H", "H", "N", "P", "P", "C", "H", "H", "C", "H", "C", "C", "C", "C", "C", "H", "H", "H", "C", "H", "H", "H", "C", "H", "H", "H", "C", "H", "H", "H", "C", "H", "H", "H", "C", "H", "H", "H", "C", "H", "H", "H", "C", "H", "H", "H", "C", "H", "H", "H", "C", "H", "H", "H", "C", "H", "H", "H", "C", "H", "H", "H", "Cd", "C", "O", "N", "C", "C", "C", "C", "C", "H", "C", "H", "C", "H", "H", "H", "N", "C", "N", "C", "C", "C", "C", "C", "C", "S", "H", "H", "H", "H", "H", "H"],
  "positions_angstrom": [[-2.526, -0.563, -1.747], [-2.734, 0.838, 0.106], [-3.914, -0.679, -1.902], [-4.139, 0.911, -0.131], [-4.726, 0.144, -1.115], [-4.302, -1.393, -2.621], [-4.726, 1.534, 0.542], [-5.799, 0.168, -1.273], [-1.955, 0.271, -0.876], [-0.021, -0.677, -2.958], [-0.877, 1.701, 2.288], [-1.589, -1.518, -2.496], [-1.339, -2.342, -1.811], [-2.096, -1.976, -3.354], [-2.326, 1.234, 1.424], [-3.190, 1.647, 1.965], [-1.316, 1.155, 4.070], [-0.251, 3.554, 2.166], [1.255, -2.083, -3.024], [-0.524, 0.068, -4.616], [-0.093, 0.355, 4.554], [0.821, 0.966, 4.578], [-0.285, -0.015, 5.571], [0.088, -0.514, 3.909], [-1.640, 2.333, 5.001], [-0.809, 3.036, 5.133], [-2.523, 2.883, 4.647], [-1.885, 1.929, 5.996], [-2.542, 0.240, 4.051], [-2.705, -0.175, 5.054], [-3.455, 0.768, 3.755], [-2.393, -0.601, 3.377], [0.942, 3.722, 3.125], [1.779, 3.070, 2.833], [1.292, 4.765, 3.077], [0.694, 3.502, 4.172], [0.230, 3.846, 0.736], [1.117, 3.254, 0.471], [-0.558, 3.671, -0.009], [0.525, 4.907, 0.677], [-1.408, 4.501, 2.494], [-1.786, 4.375, 3.514], [-1.049, 5.537, 2.399], [-2.242, 4.361, 1.792], [0.744, 0.552, -5.340], [0.437, 1.032, -6.282], [1.294, 1.298, -4.753], [1.417, -0.278, -5.597], [-1.455, 1.260, -4.326], [-2.391, 0.930, -3.859], [-0.987, 2.012, -3.683], [-1.706, 1.735, -5.286], [-1.305, -0.907, -5.508], [-1.461, -0.417, -6.480], [-0.775, -1.847, -5.692], [-2.297, -1.131, -5.099], [1.161, -2.904, -1.724], [0.288, -3.571, -1.716], [2.060, -3.534, -1.640], [1.124, -2.277, -0.820], [2.656, -1.456, -3.133], [2.920, -0.870, -2.242], [3.388, -2.271, -3.223], [2.760, -0.809, -4.013], [0.973, -2.981, -4.227], [-0.047, -3.389, -4.213], [1.150, -2.472, -5.183], [1.667, -3.833, -4.181], [0.798, 0.708, -0.930], [0.968, 2.395, -2.355], [1.060, 3.339, -3.027], [0.135, -0.187, 0.947], [-0.877, -0.662, 1.452], [-1.362, -2.018, 1.793], [-0.353, -2.978, 1.945], [-2.705, -2.427, 1.969], [-0.639, -4.268, 2.390], [0.679, -2.691, 1.728], [-2.977, -3.704, 2.475], [-3.514, -1.730, 1.725], [-1.951, -4.626, 2.693], [0.177, -4.979, 2.508], [-4.005, -3.981, 2.697], [-2.178, -5.619, 3.074], [3.706, 2.950, -0.753], [4.032, 1.733, -0.251], [3.178, 0.746, -0.027], [3.811, -0.308, 0.649], [3.197, -1.470, 1.137], [3.982, -2.458, 1.739], [5.371, -2.289, 1.857], [5.984, -1.115, 1.406], [5.199, -0.126, 0.824], [5.691, 1.456, 0.228], [4.481, 3.568, -0.940], [2.826, 3.078, -1.255], [2.115, -1.533, 1.056], [3.503, -3.363, 2.120], [5.974, -3.077, 2.308], [7.056, -0.945, 1.492]],
  "homo_energy_ev": -7.99,
  "energy_ha": -3022.34153,
  "charge": 1
}